{
  "formula": "C5H8O2",
  "method": "the ωB97M-V functional and the def2-TZVPD basis",
  "mol_weight_g_mol": 100.117,
  "de_lowest_kj_mol": 107.4,
  "charge": 0,
  "e_homo_ev": -8.86,
  "max_force_ev_per_a": 0.3,
  "species": ["C", "C", "O", "C", "C", "C", "O", "H", "H", "H", "H", "H", "H", "H", "H"],
  "coordinates": [[-2.00727, 0.46152, 0.86891], [-0.74234, 0.26619, 0.50938], [0.23003, 1.19134, 0.74779], [1.31148, 1.00276, -0.17411], [0.87341, -0.13356, -1.10876], [-0.12985, -0.88806, -0.24641], [0.61635, -1.74087, 0.60855], [-2.29145, 1.38600, 1.35938], [-2.77320, -0.27661, 0.66266], [2.21779, 0.76005, 0.38973], [1.45825, 1.94963, -0.70276], [1.69843, -0.77369, -1.42718], [0.36770, 0.26403, -1.99465], [-0.86922, -1.45534, -0.82653], [0.03990, -2.01338, 1.33400]],
  "nbo_charge": [-0.497, 0.285, -0.498, -0.068, -0.446, 0.033, -0.713, 0.215, 0.208, 0.188, 0.186, 0.234, 0.215, 0.182, 0.476]
}